Version P
Formula: C3H8O2
Source: the OMol25 dataset
Level of theory: ωB97M-V/def2-TZVPD

Results
gap between HOMO and LUMO = 10.802 eV
SMILES string = CC=O.CO

Each line ends with the Löwdin charge.
CARTESIAN COORDINATES (ANGSTROEM)
C1 1.25514 2.01002 -2.69771  -0.06
C2 -0.05530 1.25393 -3.10968  -0.29
O1 -1.06013 1.39028 -2.44577  0.03
H1 1.18480 2.98915 -3.18446  0.07
H2 2.11760 1.52777 -3.28196  0.09
H3 1.38289 2.20937 -1.67726  0.05
H4 0.21809 0.67271 -4.03289  0.11
C3 0.13127 -2.63166 4.12238  -0.06
O2 -0.67007 -1.53543 3.33456  -0.14
H5 0.35557 -3.44886 3.26133  0.11
H6 1.11289 -2.19051 4.26303  0.05
H7 -0.38445 -2.95348 5.01932  0.06
H8 -0.13246 -1.43855 2.63257  -0.03


Version Q
Formula: C3H8O2
Source: the OMol25 dataset
Level of theory: ωB97M-V/def2-TZVPD

Results
gap between HOMO and LUMO = 10.320 eV
SMILES string = OCCCO

Each line ends with the Löwdin charge.
CARTESIAN COORDINATES (ANGSTROEM)
O1 -0.77024 1.46687 0.33662  -0.08
C1 -1.14994 0.09362 0.25958  -0.25
C2 -0.19420 -0.60324 -0.70952  -0.17
C3 1.22693 -0.63752 -0.13774  -0.20
O2 1.78928 0.70150 0.22916  -0.13
H1 -1.20918 1.87371 1.09205  0.10
H2 -2.18937 0.02249 -0.09486  0.12
H3 -1.09136 -0.38423 1.25022  0.12
H4 -0.23160 -0.07575 -1.66719  0.12
H5 -0.57263 -1.62312 -0.88046  0.12
H6 1.22613 -1.28304 0.76447  0.11
H7 2.13461 -0.58155 -0.73961  0.12
H8 1.05187 1.30998 0.27500  0.02


On energetic grounds, version Q is preferred over the next structure by 0.0307 hartree.


Version P
Formula: C3H8O2
Source: the OMol25 dataset
Level of theory: ωB97M-V/def2-TZVPD

Results
gap between HOMO and LUMO = 11.745 eV
SMILES string = O=CO.CC

Each line ends with the Löwdin charge.
CARTESIAN COORDINATES (ANGSTROEM)
O1 -0.71756 0.38693 2.19760  0.01
C1 -0.48949 -0.82530 2.33096  -0.32
O2 0.76811 -1.32044 2.16583  0.05
H1 -1.31835 -1.52628 2.63159  0.15
H2 1.41403 -0.64604 1.94750  0.11
C2 0.65486 0.05248 -1.38014  -0.18
C3 -0.60891 0.88907 -1.48779  -0.17
H3 0.52033 -1.03411 -1.24160  0.07
H4 1.15225 0.42469 -0.46383  0.06
H5 1.37962 0.22210 -2.13767  0.04
H6 -1.21949 0.91762 -0.55966  0.06
H7 -0.27125 1.90614 -1.68841  0.06
H8 -1.26415 0.55315 -2.31438  0.07


Version Q
Formula: C3H8O2
Source: the OMol25 dataset
Level of theory: ωB97M-V/def2-TZVPD

Results
gap between HOMO and LUMO = 10.181 eV
SMILES string = C/C=C/O.O

Each line ends with the Löwdin charge.
CARTESIAN COORDINATES (ANGSTROEM)
C1 -1.61170 -1.19329 0.61504  -0.10
C2 -1.16565 -1.56669 -0.77187  -0.15
C3 -0.21048 -0.95185 -1.42335  -0.23
O1 0.07849 -1.30537 -2.73284  -0.04
H1 -2.67186 -0.93682 0.61398  0.07
H2 -1.54570 -2.06538 1.26583  0.07
H3 -0.99809 -0.39738 1.00016  0.07
H4 -1.63514 -2.40528 -1.27973  0.11
H5 0.33104 -0.10320 -1.01484  0.11
H6 0.81152 -1.94187 -2.76445  0.10
O2 2.47258 4.27564 2.17673  -0.07
H7 3.11387 3.55910 2.34713  0.04
H8 3.03112 5.03238 1.96821  0.03


Version R
Formula: C3H8O2
Source: the OMol25 dataset
Level of theory: ωB97M-V/def2-TZVPD

Results
gap between HOMO and LUMO = 9.831 eV

Each line ends with the Löwdin charge.
CARTESIAN COORDINATES (ANGSTROEM)
C1 0.92424 0.45122 0.48126  -0.10
O1 1.12689 -0.74280 1.13862  -0.15
C2 0.23025 -1.51067 0.41481  -0.31
C3 -0.71465 -0.50140 -0.10713  -0.01
O2 -0.92298 1.67804 -1.32757  -0.10
H1 0.99708 1.22674 1.26410  0.10
H2 1.66751 0.60636 -0.31752  0.09
H3 0.03464 1.69962 -1.08305  0.02
H4 0.75106 -2.02390 -0.39709  0.12
H5 -0.19222 -2.25951 1.06790  0.11
H6 -1.19011 -0.78779 -1.06217  0.09
H7 -1.48381 -0.12242 0.55769  0.08
H8 -1.22790 2.28650 -0.62984  0.06


On energetic grounds, version P is preferred over the next structure by 0.0274 hartree.


Version P
Formula: C4H10NO2
Source: the OMol25 dataset
Level of theory: ωB97M-V/def2-TZVPD

Results
gap between HOMO and LUMO = 6.717 eV
SMILES string = [O-]CNCCCO
charge = -1

Each line ends with the Löwdin charge.
CARTESIAN COORDINATES (ANGSTROEM)
O1 -1.58243 -2.16833 -1.46242  -0.27
C1 -0.77076 -1.67096 -0.62858  -0.63
N1 0.12896 -0.40616 -0.91997  -0.12
C2 -0.38719 1.03861 -0.76310  -0.23
C3 -0.42842 1.43354 0.78850  -0.20
C4 0.94676 1.27173 1.66860  -0.22
O2 1.94195 0.23686 1.19525  -0.18
H1 0.19020 -2.35595 -0.32937  0.10
H2 -1.32467 -1.25670 0.28803  0.08
H3 0.02551 -0.54510 -1.94659  0.08
H4 -1.33588 1.38325 -1.26742  0.10
H5 0.48354 1.57978 -1.09321  0.07
H6 -0.58379 2.59841 0.93617  0.11
H7 -1.23242 0.81550 1.25082  0.07
H8 1.48071 2.19143 1.26455  0.08
H9 0.82357 1.47707 2.76773  0.10
H10 1.53200 -0.03045 0.31389  0.04


Version Q
Formula: C4H10NO2
Source: the OMol25 dataset
Level of theory: ωB97M-V/def2-TZVPD

Results
gap between HOMO and LUMO = 7.287 eV
SMILES string = CC(C)[C@H]([O-])NO
charge = -1

Each line ends with the Löwdin charge.
CARTESIAN COORDINATES (ANGSTROEM)
C1 0.62007 -0.91362 1.13377  -0.10
C2 -0.40498 -0.46903 0.06800  -0.38
C3 -0.04424 -0.55563 -1.46858  -0.06
C4 -0.90884 0.92914 0.49454  -0.53
O1 -1.86459 1.48427 -0.21686  -0.26
N1 0.35737 2.00339 0.47768  -0.06
O2 -0.29698 3.22113 0.01379  -0.23
H1 1.54347 -0.46582 0.77050  0.06
H2 0.60641 -2.08965 1.19114  0.09
H3 0.17331 -0.51160 2.08200  0.07
H4 -1.23885 -1.20954 -0.02202  0.12
H5 0.70597 0.07249 -1.70597  0.02
H6 -0.95304 -0.22678 -1.93737  0.07
H7 0.27918 -1.50232 -1.63547  0.03
H8 -1.30793 0.97715 1.54389  0.11
H9 1.03786 1.92101 -0.26846  0.05
H10 -1.13033 2.84899 -0.40360  0.02


Version R
Formula: C4H10NO2
Source: the OMol25 dataset
Level of theory: ωB97M-V/def2-TZVPD

Results
gap between HOMO and LUMO = 7.796 eV
charge = -1

Each line ends with the Löwdin charge.
CARTESIAN COORDINATES (ANGSTROEM)
N1 -1.62686 -2.06287 -0.18637  -0.03
C1 0.83174 -2.40605 -0.67335  -0.13
C2 -0.62077 -2.55909 -1.12673  -0.37
H1 -1.46388 -1.06810 0.00476  0.07
H2 -1.52959 -2.54524 0.71393  0.06
H3 1.06693 -1.34155 -0.50557  0.08
H4 1.52255 -2.80298 -1.43614  0.06
H5 0.99514 -2.95524 0.26914  0.06
H6 -0.76612 -2.01888 -2.08197  0.10
H7 -0.83776 -3.62923 -1.30886  0.09
O1 1.05375 2.21166 -0.35878  -0.13
O2 -0.92958 2.03157 0.74170  -0.13
C3 0.17548 2.57628 0.47022  -0.80
C4 0.47985 3.89422 1.23445  -0.08
H8 0.07914 4.74006 0.65083  0.05
H9 0.00424 3.89679 2.22963  0.05
H10 1.56575 4.03865 1.36311  0.05


Version S
Formula: C4H10NO2
Source: the OMol25 dataset
Level of theory: ωB97M-V/def2-TZVPD

Results
gap between HOMO and LUMO = 6.509 eV
SMILES string = C[C@@H](O)[C@H](N)C[O-]
charge = -1

Each line ends with the Löwdin charge.
CARTESIAN COORDINATES (ANGSTROEM)
C1 -0.34650 -0.36766 2.00860  -0.06
C2 -1.05170 0.16808 0.71870  -0.36
O1 -1.03617 1.63424 0.90312  -0.13
C3 -0.32896 -0.17164 -0.56120  -0.35
N1 -0.19472 -1.66473 -0.80050  0.01
C4 1.16430 0.31074 -0.65009  -0.51
O2 1.66059 0.15716 -1.89887  -0.36
H1 -0.97887 -1.18125 2.41581  0.07
H2 0.60731 -0.82193 1.75111  0.05
H3 -0.34960 0.49876 2.68253  0.07
H4 -2.12950 -0.02739 0.86701  0.13
H5 -0.10762 1.86454 1.01400  0.04
H6 -0.86788 0.10338 -1.50097  0.14
H7 0.76735 -1.95749 -0.69121  0.04
H8 -0.35552 -1.75755 -1.79752  0.04
H9 1.06505 1.50466 -0.50763  0.10
H10 1.71054 -0.06958 0.24078  0.08


On energetic grounds, version R is preferred over the next structure by 0.1031 hartree.


Version P
Formula: C4H10NO2
Source: the OMol25 dataset
Level of theory: ωB97M-V/def2-TZVPD

Results
gap between HOMO and LUMO = 8.686 eV
charge = -1

Each line ends with the Löwdin charge.
CARTESIAN COORDINATES (ANGSTROEM)
O1 0.55239 -0.89501 -1.72190  -0.13
C1 1.62772 -1.07194 -1.11461  -0.65
O2 1.89471 -0.79487 0.08096  -0.15
H1 2.43481 -1.53744 -1.72816  0.08
C2 0.04247 2.20919 0.38544  -0.11
C3 -1.09487 1.20670 0.24216  -0.34
N1 -0.80880 0.03892 1.07376  -0.13
C4 -1.71267 -1.06500 0.77919  -0.18
H2 -0.12251 3.08856 -0.25545  0.06
H3 0.95598 1.73152 0.02494  0.06
H4 0.21066 2.55388 1.40337  0.06
H5 -1.23365 0.96235 -0.81602  0.09
H6 -2.02686 1.67031 0.60270  0.10
H7 0.12195 -0.27942 0.72729  0.05
H8 -1.24537 -2.00023 1.10268  0.07
H9 -2.66124 -0.95555 1.31443  0.05
H10 -1.91983 -1.17407 -0.29482  0.06


Version Q
Formula: C4H10NO2
Source: the OMol25 dataset
Level of theory: ωB97M-V/def2-TZVPD

Results
gap between HOMO and LUMO = 6.524 eV
charge = -1

Each line ends with the Löwdin charge.
CARTESIAN COORDINATES (ANGSTROEM)
C1 -1.05851 -0.26343 0.09884  -0.56
O1 -1.10995 0.79975 0.91704  -0.36
C2 -1.24675 -1.59798 0.84084  -0.32
N1 -1.16549 -2.76150 -0.05659  -0.05
H1 -1.81870 -0.25377 -0.72470  0.08
H2 -0.07043 -0.38191 -0.45150  0.08
H3 -0.50754 -1.61885 1.65513  0.09
H4 -2.23223 -1.58995 1.31695  0.09
H5 -0.27599 -2.73342 -0.54533  0.04
H6 -1.18457 -3.63789 0.44485  0.03
C3 2.34935 1.59680 -0.00752  -0.02
C4 1.20135 2.09272 -0.45031  -0.30
O2 1.08246 2.63138 -1.70472  -0.03
H7 2.34787 1.16758 0.97862  0.04
H8 3.25186 1.58532 -0.60516  0.04
H9 0.28126 2.10667 0.13960  0.08
H10 0.15600 2.85851 -1.84605  0.09


Version R
Formula: C4H10NO2
Source: the OMol25 dataset
Level of theory: ωB97M-V/def2-TZVPD

Results
gap between HOMO and LUMO = 6.752 eV
SMILES string = N[C@H](CO)CC[O-]
charge = -1

Each line ends with the Löwdin charge.
CARTESIAN COORDINATES (ANGSTROEM)
N1 0.50158 -0.12140 1.35882  0.02
C1 0.45313 -0.26321 -0.12127  -0.40
C2 1.74607 0.38618 -0.66703  -0.25
O1 2.82788 0.24062 0.24635  -0.13
C3 -0.84866 0.32343 -0.62549  -0.20
C4 -2.04170 -0.47388 -0.02496  -0.53
O2 -2.25951 -0.33581 1.30359  -0.37
H1 0.28038 0.85128 1.52523  0.07
H2 -0.40004 -0.50753 1.70366  0.05
H3 0.52639 -1.32098 -0.38756  0.13
H4 1.57257 1.45405 -0.85505  0.10
H5 2.02624 -0.13018 -1.59216  0.10
H6 2.36701 -0.01323 1.08456  0.05
H7 -0.90550 1.36995 -0.30358  0.10
H8 -1.02306 0.32457 -1.71076  0.10
H9 -2.98176 -0.24672 -0.59517  0.07
H10 -1.84102 -1.53716 -0.33918  0.08


On energetic grounds, version P is preferred over the next structure by 0.0623 hartree.